90
Properties=species:S:1:pos:R:3:forces:R:3:mulliken_charge:R:1 method="wB97M-V/def2-TZVPD" charge=-1 spin_multiplicity=1 e_homo_ha=-0.2515 e_lumo_ev=2.341
Cl -8.08256 22.92139 22.21037 -1.4 -0.7 -0.2 1.640
P -7.75154 26.82746 26.35106 0.0 0.4 0.4 1.137
P -10.42679 20.46483 26.93768 0.4 0.3 -0.1 1.253
P -2.94606 22.16751 20.69005 0.9 0.4 1.8 0.749
P -1.91813 26.50226 22.49633 -0.5 -2.1 0.1 0.809
P -6.90246 25.31899 16.81933 -1.3 1.8 -0.3 0.920
O -6.38480 26.51884 26.81985 -0.6 0.1 -0.3 -0.750
O -3.42356 21.64213 22.13274 0.0 -0.2 -0.6 -0.315
O -1.87601 27.66612 21.40316 0.1 -0.1 0.3 -0.235
O -9.06434 23.63056 23.02130 0.2 -0.7 -0.3 -0.689
O -11.00540 19.19150 27.71685 0.7 0.0 -0.4 -0.373
O -10.92707 20.28260 25.42619 0.6 0.1 0.8 -0.276
O -7.96266 27.06347 24.80469 0.4 -0.2 0.4 -0.279
O -7.78063 26.01943 15.85237 0.4 -0.5 0.4 -0.802
O -7.66344 24.86597 18.14324 1.4 0.2 -0.4 0.084
O -8.50034 22.88406 20.81821 0.1 0.6 0.2 -0.779
O -8.88241 25.77450 26.68997 0.4 0.5 0.3 -0.315
O -10.83685 21.72990 27.56555 0.0 -0.1 -0.2 -0.694
O -3.48448 26.24359 22.66446 0.4 0.7 0.0 -0.058
O -3.04852 20.87709 19.75688 -0.5 0.2 -0.5 -0.278
O -8.36173 28.19246 26.95781 0.1 -0.2 -0.5 -0.362
O -1.17243 25.25448 22.23779 -0.1 1.8 0.2 -0.663
O -6.84237 23.60873 22.35374 1.1 0.3 -0.1 -0.652
O -6.11934 24.11305 16.19100 0.2 -0.1 0.5 -0.222
O -1.53307 27.20278 23.85834 0.4 -0.2 0.4 -0.351
O -1.59807 22.72210 20.83452 -0.5 -0.2 -0.7 -0.732
O -4.07176 23.19489 20.26101 0.9 -0.6 -0.3 0.070
O -8.85278 20.18714 26.89340 -1.6 -0.1 0.9 -0.436
O -7.95544 21.52813 22.59987 0.1 0.4 0.7 -0.672
O -5.72051 26.24129 17.39099 -0.6 -0.9 -0.4 -0.276
C -6.11670 27.39225 18.11367 0.7 1.2 1.0 -0.710
C -5.12924 22.96585 19.36253 -2.3 0.2 0.0 -0.366
C -12.17764 19.32565 28.49618 -0.3 0.8 1.0 -0.716
C -8.04045 20.67618 25.81889 0.7 -0.8 0.0 -0.407
C -4.51555 20.74001 22.13414 -1.1 -0.5 0.0 -0.366
C -8.11119 28.55597 28.31724 0.9 -1.2 -0.1 -0.733
C -4.30570 26.08384 21.51630 -0.8 0.1 -0.7 -0.762
C -6.35595 23.66072 14.86630 -0.2 -0.6 -0.6 -0.772
C -8.90921 24.20575 18.14899 -1.2 -1.3 0.2 -0.690
C -1.94574 28.49350 24.25864 1.1 0.8 0.1 -0.635
C -8.63758 24.36382 26.54647 -1.5 -0.1 -0.5 -0.548
C -0.69412 28.41213 21.12688 0.3 -0.4 -0.7 -0.870
C -1.83283 20.18049 19.41504 -0.7 0.1 0.2 -0.722
C -6.85435 27.30045 23.92226 -0.1 -0.6 -0.5 -0.503
C -12.05311 21.02341 24.97272 -1.0 -0.2 -0.4 -0.738
H -9.64320 23.94223 26.47274 0.1 -0.1 0.3 0.333
H -4.90508 26.98264 21.33131 0.3 0.2 0.2 0.347
H -1.32404 20.74733 18.63983 0.4 0.0 0.3 0.273
H -8.09857 21.75647 25.69223 -0.7 -0.2 -0.6 0.097
H -6.82579 26.47266 23.21012 -0.3 0.1 -0.1 0.056
H -6.91662 22.72481 14.90339 0.2 -0.1 0.1 0.283
H -1.27045 20.03599 20.33414 0.4 0.1 -0.3 0.325
H 0.07695 28.41725 21.89953 -0.5 0.1 0.5 0.355
H -7.26642 27.94902 28.66334 -0.2 0.0 0.2 0.332
H -6.99156 20.50828 26.08277 -0.2 -0.2 0.3 0.319
H -7.08170 28.23703 23.41953 0.4 0.1 0.0 0.322
H -9.22893 23.82991 17.17421 0.1 0.5 -0.2 0.327
H -5.38966 23.48758 14.39714 0.0 0.0 0.1 0.243
H -5.04629 25.29764 21.65954 0.4 -0.3 0.3 0.277
H -5.96806 27.21177 19.17847 -0.5 -0.3 0.1 0.181
H -12.03708 18.84055 29.46339 0.1 -0.5 -0.3 0.259
H -2.85138 28.48949 24.85881 -0.3 -0.1 -0.5 0.238
H -5.87898 27.25986 24.40607 -0.2 0.4 0.4 0.321
H -0.16198 27.97572 20.27851 -0.3 0.0 -0.2 0.272
H -9.68937 24.82379 18.59237 0.2 0.4 -0.3 0.282
H -2.12552 19.21448 19.00700 -0.1 0.0 0.1 0.240
H -7.10143 27.80195 17.89878 -0.3 -0.6 -0.1 0.370
H -12.36898 21.80328 25.66367 0.5 0.2 0.0 0.363
H -1.16295 28.93132 24.89023 0.0 -0.5 0.2 0.245
H -12.35170 20.36696 28.78196 0.0 0.1 -0.4 0.307
H -13.06372 18.95364 27.98489 0.1 -0.2 -0.1 0.269
H -8.88095 23.31925 18.78921 0.5 0.3 0.0 0.248
H -6.94125 24.33452 14.24229 0.1 0.4 0.4 0.344
H -5.33688 23.83714 18.73765 1.0 -0.1 -0.2 0.155
H -5.30515 21.02425 21.43059 0.1 0.1 0.0 0.150
H -5.00484 20.70594 23.10613 0.3 0.3 0.1 0.136
H -3.72272 25.88095 20.61736 0.0 -0.2 0.1 0.550
H -12.91509 20.35242 24.87554 0.2 -0.2 0.0 0.258
H -8.99166 28.31185 28.90573 0.0 0.4 0.1 0.258
H -6.08151 22.94206 19.91315 0.3 -0.4 0.3 0.017
H -5.43438 28.22762 17.92800 0.2 -0.3 -0.5 0.287
H -4.22370 19.71482 21.88315 0.3 0.2 0.0 0.245
H -7.75120 29.57943 28.38604 -0.6 0.2 -0.2 0.251
H -11.84150 21.40591 23.97681 0.2 0.2 0.2 0.257
H -8.27886 19.97606 25.01753 0.2 1.1 -0.7 0.296
H -5.06645 22.04609 18.78179 0.4 0.1 0.0 0.399
H -1.06337 29.40032 20.87127 0.4 0.2 0.1 0.282
H -8.17274 23.96842 27.44430 0.5 0.0 -0.3 0.275
H -8.21901 24.12331 25.56775 0.7 0.1 0.3 0.158
H -1.90448 29.16919 23.40104 -0.9 0.0 0.0 0.285